[1]
15
Properties=species:S:1:pos:R:3 method="wB97M-V/def2-TZVPD" e_lumo_ev="-1.39 / -0.66" charge=0
Cl 1.56 0.51 2.39
Cl -1.27 0.35 2.54
Cl -2.04 1.03 -0.21
F 0.42 -1.56 -1.51
F 1.06 1.47 -2.21
F 1.75 1.15 -0.21
F 0.15 2.57 -0.63
F -1.26 -0.66 -2.55
F -1.54 -1.74 -0.69
O 0.31 -1.64 1.94
C 0.13 -0.34 2.06
C -0.50 0.34 -0.53
C 0.60 1.38 -0.88
C -0.68 -0.94 -1.41
H 1.28 -1.92 1.91

[2]
14
Properties=species:S:1:pos:R:3 method="wB97M-V/def2-TZVPD" de_lowest_kj_mol=505.3 e_lumo_ev="0.11 / 0.06" charge=0
Br 0.97 -2.05 -2.45
N -1.17 -0.99 0.90
N 0.87 0.69 -0.61
N 0.03 1.71 -0.98
C 0.78 0.61 0.75
C -0.55 0.02 1.27
C -0.48 -1.80 0.00
C 0.12 -1.31 -1.05
H -0.17 1.67 -1.90
H 1.65 0.06 1.24
H -1.14 0.52 2.11
H 0.72 1.56 1.23
H -0.76 2.10 -0.37
H -0.86 -2.79 -0.13

[3]
122
Properties=species:S:1:pos:R:3 method="wB97M-V/def2-TZVPD" de_lowest_kj_mol=525.5 e_lumo_ev=0.32 charge=0
O 6.32 -23.51 9.87
O 3.94 -18.18 13.04
O 0.62 -12.88 20.63
O 10.10 -12.72 18.58
O 5.55 -12.45 19.26
O 7.74 -18.51 15.15
O 0.98 -14.67 14.49
O 13.96 -18.70 11.37
O 2.75 -15.89 18.39
O 7.12 -21.20 14.91
O 0.17 -16.09 19.09
O -1.08 -18.48 18.15
O 3.56 -20.20 14.96
O 1.18 -18.42 15.31
O 5.04 -16.40 16.91
O 8.34 -15.80 18.76
N 3.79 -20.84 10.36
N 4.32 -13.94 16.06
N 10.82 -18.10 13.09
C 11.95 -18.84 12.57
C 4.18 -17.39 17.46
C 0.50 -13.73 19.53
C 4.79 -13.20 18.35
C 8.03 -17.82 16.33
C 0.74 -18.32 16.60
C 4.83 -12.84 16.84
C 4.38 -18.89 11.83
C 9.91 -13.99 19.13
C 8.54 -18.10 14.03
C 8.52 -14.42 18.71
C 4.91 -17.33 13.66
C 14.94 -17.80 10.80
C 5.60 -12.80 20.69
C -0.02 -14.58 15.46
C -0.71 -18.02 16.82
C 4.87 -21.82 10.55
C 12.83 -17.97 11.78
C 0.08 -15.08 20.08
C 4.95 -20.18 15.36
C 2.85 -13.87 15.93
C 3.58 -16.94 18.78
C 5.38 -22.53 9.36
C 5.78 -21.25 14.65
C 3.52 -20.18 11.62
C 2.35 -14.90 14.88
C 9.94 -18.82 14.00
C 6.94 -24.37 8.90
H 4.35 -11.96 16.64
H 6.21 -25.03 8.54
H 1.22 -17.54 17.17
H 4.59 -17.12 14.67
H 0.27 -15.23 16.32
H 5.75 -21.06 13.58
H 7.40 -15.92 18.48
H 4.66 -13.78 15.06
H 15.88 -18.10 10.35
H 0.98 -19.28 17.11
H 12.27 -17.58 10.83
H 10.69 -14.61 18.66
H 7.89 -16.69 16.23
H 3.44 -19.41 14.44
H 5.44 -19.28 15.17
H -0.97 -14.99 20.42
H 3.56 -20.82 12.47
H 9.40 -12.18 19.08
H 15.25 -17.14 11.60
H 1.17 -19.35 15.17
H 14.40 -17.19 10.16
H 6.00 -21.88 8.74
H 5.50 -22.24 14.74
H 2.26 -14.05 16.81
H 3.00 -14.90 13.94
H 9.89 -19.81 13.73
H 6.01 -13.77 21.05
H 10.07 -14.05 20.25
H 8.01 -18.53 13.11
H 5.02 -20.15 16.50
H 3.02 -17.69 19.30
H 3.27 -15.18 18.23
H 11.22 -17.35 13.63
H 3.38 -17.43 16.72
H 8.60 -17.06 13.95
H 7.80 -24.90 9.36
H 2.49 -19.97 11.62
H 6.36 -12.09 21.03
H 10.48 -18.73 14.91
H 4.49 -23.12 9.06
H 2.94 -21.28 10.11
H 3.76 -13.16 18.58
H 7.38 -20.25 14.95
H 4.62 -12.41 21.19
H -0.89 -17.01 16.66
H 4.75 -18.34 17.48
H 7.30 -23.78 8.01
H 4.96 -16.34 13.27
H 2.71 -12.82 15.53
H 11.65 -19.66 11.95
H 4.69 -22.53 11.33
H 0.54 -15.35 21.04
H 4.54 -15.69 16.45
H 4.42 -16.77 19.48
H 5.87 -12.74 16.67
H 12.57 -19.16 13.43
H -0.21 -13.54 18.83
H 5.44 -19.14 11.87
H 9.00 -18.06 16.78
H 5.64 -21.25 11.16
H 2.40 -15.96 15.23
H 4.36 -18.11 11.03
H 5.03 -14.24 18.43
H -0.88 -17.78 18.72
H 0.19 -13.64 16.06
H -1.13 -18.56 15.96
H 0.14 -12.14 20.39
H 8.26 -14.11 17.70
H 1.10 -16.03 18.83
H -0.98 -14.77 14.95
H 5.87 -17.80 13.89
H 7.32 -18.01 17.11
H 13.22 -17.11 12.37
H 7.76 -14.15 19.42
H 1.37 -13.91 19.01

[4]
13
Properties=species:S:1:pos:R:3 method="wB97M-V/def2-TZVPD" de_lowest_kj_mol=408.2 e_lumo_ev="-2.84 / -2.84" charge=0
I -3.57 -0.70 -0.67
S -0.68 0.95 -0.23
O 1.58 0.04 1.31
O -0.94 1.01 1.19
N -1.64 1.44 -1.26
C 0.99 -0.94 0.55
C 0.42 -0.43 -0.71
H 1.04 -0.03 -1.55
H -0.25 -1.03 -1.26
H 1.88 -1.57 0.42
H 0.34 -1.64 1.16
H 0.92 0.67 1.72
H -0.10 2.23 -0.66

Respective M values: 285.40, 176.02, 709.91, 235.05 g/mol.